DFT (wB97M-V/def2-TZVPD) results for 2 unconnected molecules or ions with the total composition C3H4N2 at a distorted geometry.

The calculation puts the energy above the lowest of the compared OMol25 structures with the same formula, charge and spin at 4.372 eV. Its LUMO energy is 1.012 eV. The HOMO energy is -0.3518 Ha.

The geometry in XYZ format:
```
9
Properties=species:S:1:pos:R:3:lowdin_charge:R:1
C -1.4417 1.4545 -0.8087 -0.13
C 0.2020 -0.9809 0.5175 -0.21
C 0.7657 -0.3000 -0.7671 -0.02
N -1.4186 2.1221 0.1382 0.06
N 1.4327 -0.2916 0.3438 -0.05
H -0.5727 -0.5886 1.1811 0.08
H 0.1493 -2.0264 0.4269 0.05
H -1.5575 0.8088 -1.6610 0.05
H 2.4409 -0.1980 0.6292 0.16
```

DFT (wB97M-V/def2-TZVPD) results for 2 unconnected molecules or ions with the total composition C3H4N2.

The calculation puts the energy above the lowest of the compared OMol25 structures with the same formula, charge and spin at 5.230 eV. Its LUMO energy is 1.023 eV. The HOMO energy is -0.3371 Ha.

The geometry in XYZ format:
```
9
Properties=species:S:1:pos:R:3:lowdin_charge:R:1
N 0.1461 1.4883 1.0749 0.09
C 0.7258 -0.0924 -2.0753 0.00
C 0.6168 -0.8832 -1.1742 -0.02
C -0.8310 -0.5784 1.8794 0.05
N -0.4272 0.4561 1.4299 -0.25
H 0.2851 1.4330 0.0592 0.04
H 0.8355 0.5865 -2.8930 0.02
H 0.5115 -1.5576 -0.3495 0.01
H -1.8626 -0.8523 2.0485 0.05
```

DFT (wB97M-V/def2-TZVPD) results for a single C3H4N2 molecule at a distorted geometry.

The calculation puts the energy above the lowest of the compared OMol25 structures with the same formula, charge and spin at 0.591 eV. Its LUMO energy is 0.952 eV. Its SMILES is c1c[nH]cn1. The HOMO energy is -0.3224 Ha.

The geometry in XYZ format:
```
9
Properties=species:S:1:pos:R:3:lowdin_charge:R:1
C 0.8878 -0.1688 0.7726 -0.16
C -0.1615 -1.0238 0.4734 -0.17
N -0.9788 -0.4078 -0.3889 0.03
C -0.2915 0.7889 -0.7795 -0.19
N 0.7560 0.9769 -0.0092 0.02
H 1.8424 -0.3827 1.2280 0.09
H -0.3282 -1.9778 1.1136 0.14
H -1.7750 -0.7271 -0.8778 0.12
H -0.7888 1.5264 -1.4759 0.13
```

DFT (wB97M-V/def2-TZVPD) results for a single C3H4N2 molecule.

The calculation puts the energy above the lowest of the compared OMol25 structures with the same formula, charge and spin at 3.737 eV. Its LUMO energy is 0.604 eV. Its SMILES is C1=CNNC=1. The HOMO energy is -0.2841 Ha.

The geometry in XYZ format:
```
9
Properties=species:S:1:pos:R:3:lowdin_charge:R:1
C 0.4410 -1.2850 -0.5411 -0.11
C 1.0639 -0.3430 0.3167 -0.15
N 0.2981 0.7162 0.6337 -0.02
N -0.9467 0.5380 0.0813 -0.02
C -0.7988 -0.6866 -0.6123 -0.19
H 2.0688 -0.3576 0.7337 0.10
H 0.4359 1.4302 1.3364 0.15
H -1.0626 1.1819 -0.7042 0.15
H -1.7065 -0.9490 -1.1551 0.09
```

DFT (wB97M-V/def2-TZVPD) results for a molecular structure, C3H4N2 at a distorted geometry.

The calculation puts the energy above the lowest of the compared OMol25 structures with the same formula, charge and spin at 4.660 eV. Its LUMO energy is -0.111 eV. The HOMO energy is -0.3625 Ha.

The geometry in XYZ format:
```
9
Properties=species:S:1:pos:R:3:lowdin_charge:R:1
N 2.1277 0.7290 -0.5450 0.19
C 1.7699 -0.3373 -0.1621 -0.07
C 0.3506 0.2358 -0.0701 -0.45
C -0.9692 -0.3596 -0.2822 -0.12
N -0.5538 0.1735 1.0409 0.03
H 0.4510 1.2653 -0.4702 0.11
H -1.6598 0.2911 -0.8147 0.10
H -1.1489 -1.4228 -0.3994 0.11
H -0.3674 -0.5750 1.7028 0.10
```

DFT (wB97M-V/def2-TZVPD) results for a molecular structure, C3H4N2.

The calculation puts the energy above the lowest of the compared OMol25 structures with the same formula, charge and spin at 7.070 eV. Its LUMO energy (alpha / beta) is 0.371 / 0.372 eV. The HOMO energy (alpha / beta) is -0.2622 / -0.2622 Ha.

The geometry in XYZ format:
```
9
Properties=species:S:1:pos:R:3:lowdin_charge:R:1
N -0.9782 -0.7608 0.4108 -0.25
C -0.6298 0.4458 -0.1899 -0.16
C 0.7496 0.9377 0.0123 -0.15
C 1.2281 -0.2142 -0.3034 0.10
N -0.2057 -1.7204 0.5246 0.06
H -1.8980 -0.7578 0.8751 0.14
H -1.3646 0.9438 -0.8165 0.10
H 1.0854 1.9541 0.2000 0.10
H 2.0056 -0.8200 -0.7362 0.07
```

DFT (wB97M-V/def2-TZVPD) results for a single C3H4N2 molecule at a distorted geometry.

The calculation puts the energy above the lowest of the compared OMol25 structures with the same formula, charge and spin at 3.442 eV. Its LUMO energy is 0.560 eV. Its SMILES is C#C/C=N/N. The HOMO energy is -0.3260 Ha.

The geometry in XYZ format:
```
9
Properties=species:S:1:pos:R:3:lowdin_charge:R:1
C 1.2578 0.0221 -2.3527 0.13
C 0.9512 -0.0598 -1.1656 -0.15
C 0.3306 -0.1499 0.0651 -0.25
N -0.9330 0.0668 0.2770 -0.05
N -1.4585 -0.1746 1.5290 -0.02
H 1.6819 0.2627 -3.2952 0.02
H 1.0462 -0.4270 0.9399 0.13
H -2.1589 0.5845 1.7450 0.10
H -0.7173 -0.1247 2.2576 0.08
```

DFT (wB97M-V/def2-TZVPD) results for a molecular structure, C3H4N2.

The calculation puts the energy above the lowest of the compared OMol25 structures with the same formula, charge and spin at 5.716 eV. Its LUMO energy (alpha / beta) is 0.213 / 0.212 eV. The HOMO energy (alpha / beta) is -0.2872 / -0.2871 Ha.

The geometry in XYZ format:
```
9
Properties=species:S:1:pos:R:3:lowdin_charge:R:1
N -0.9916 -1.7533 0.2720 0.08
C -0.5012 1.2334 -0.3435 0.09
C 0.8164 0.9835 -0.1132 -0.15
C 0.8678 -0.4238 -0.0541 -0.16
N -0.4337 -0.7115 -0.1437 -0.17
H -1.9352 -1.8234 -0.1174 0.06
H -1.0827 1.9677 0.2213 0.05
H 1.6290 1.6754 0.0876 0.10
H 1.6312 -1.1480 0.1910 0.11
```